(1)
{"formula": "C3H7NO", "method": "ωB97M-V with the def2-TZVPD basis set", "gap_ev": [7.4249, 7.4238], "mol_weight_g_mol": 73.09, "spin_multiplicity": 1, "symbols": ["C", "N", "C", "O", "C", "H", "H", "H", "H", "H", "H", "H"], "positions_angstrom": [[-1.762163, -0.503049, 0.136818], [-0.643542, -0.097654, 0.581862], [0.676635, -0.764812, 0.046244], [0.444543, -1.718590, -0.690614], [1.733133, -0.058512, 0.528383], [-0.200171, 1.847376, -1.751196], [-2.697123, -0.042841, 0.440772], [-1.698616, -1.331303, -0.569277], [-0.589724, 0.680731, 1.233008], [0.394279, 1.552892, -1.409288], [2.738450, -0.333598, 0.236631], [1.604297, 0.769356, 1.216662]], "forces_ev_per_angstrom": [[0.25, 0.05, 0.08], [-0.35, -0.10, -0.11], [-0.03, 0.02, 0.06], [0.10, 0.31, 0.16], [0.06, -0.11, -0.03], [0.05, 0.00, 0.00], [0.15, -0.05, 0.00], [-0.03, 0.07, 0.09], [0.03, -0.10, -0.10], [-0.06, 0.04, -0.06], [-0.13, 0.01, 0.04], [-0.04, -0.14, -0.13]]}

(2)
{"formula": "C2H4NO2P", "method": "ωB97M-V with the def2-TZVPD basis set", "smiles": "O=NP=O.C=C", "gap_ev": [7.4843, 7.4591], "mol_weight_g_mol": 105.03, "spin_multiplicity": 1, "symbols": ["O", "N", "P", "O", "C", "C", "H", "H", "H", "H"], "positions_angstrom": [[1.676511, 1.998549, -0.146726], [2.449571, 1.088796, -0.148837], [2.591906, -0.391375, 0.282330], [3.631692, -1.266847, -0.286460], [-0.492403, 0.768242, 0.154149], [-0.032572, -0.486441, -0.017116], [-0.797810, 1.633154, -0.521006], [-0.584013, 1.168138, 1.211057], [-0.069108, -1.101931, 0.854941], [-0.001247, -0.861223, -0.979790]], "forces_ev_per_angstrom": [[-0.08, 0.11, -0.11], [0.12, 3.36, -0.90], [0.53, -3.35, 1.23], [-0.13, 0.10, -0.18], [-0.20, 2.33, 1.50], [-1.51, 1.96, 0.94], [0.67, -1.95, 0.18], [-0.03, -0.79, -1.11], [0.36, -0.58, 0.15], [0.26, -1.18, -1.71]]}

(3)
{"formula": "C17H23BF4N3O3Pd", "method": "ωB97M-V with the def2-TZVPD basis set", "gap_ev": [7.2456, 5.5193], "mol_weight_g_mol": 510.61, "spin_multiplicity": 5, "charge": 3, "symbols": ["Pd", "C", "O", "C", "C", "O", "C", "C", "O", "C", "H", "H", "H", "H", "H", "H", "H", "H", "H", "H", "H", "H", "H", "H", "C", "C", "C", "C", "C", "C", "N", "N", "C", "C", "C", "C", "C", "N", "H", "H", "H", "H", "H", "H", "H", "H", "H", "F", "B", "F", "F", "F"], "positions_angstrom": [[0.192628, 0.142605, 1.052986], [2.896529, -1.189362, 2.243092], [2.266801, 0.020503, 1.751306], [2.743031, 1.206763, 2.404448], [2.023882, 2.389218, 1.794499], [0.588972, 2.180717, 1.752634], [-0.169009, 2.469284, 2.948561], [-0.295880, 1.252028, 3.839403], [-0.756339, 0.154589, 3.018594], [-0.829882, -1.095204, 3.754158], [3.968022, -1.119756, 2.063714], [2.701439, -1.302389, 3.310400], [2.482642, -2.018570, 1.679820], [2.581540, 1.122948, 3.481400], [3.817553, 1.305524, 2.232950], [2.242903, 3.305308, 2.343264], [2.316010, 2.525475, 0.754903], [0.293546, 3.295872, 3.488573], [-1.146649, 2.795995, 2.595033], [0.646577, 0.971148, 4.310450], [-1.029129, 1.442303, 4.626212], [-1.541909, -0.983732, 4.570328], [-1.168580, -1.858574, 3.058641], [0.153308, -1.353468, 4.147418], [1.594875, -1.148203, -5.916887], [0.287160, -1.679864, -5.730308], [-0.481251, -1.211711, -4.715163], [0.073747, -0.204953, -3.860140], [1.368975, 0.342536, -4.037764], [2.132133, -0.137752, -5.057501], [-0.673943, 0.332154, -2.797658], [-1.611596, -0.220783, -2.313968], [-2.471816, -0.060589, -1.257129], [-3.808030, -0.324169, -1.580861], [-4.774332, -0.109447, -0.606481], [-4.344891, 0.301302, 0.634225], [-2.963595, 0.465671, 0.876447], [-2.015005, 0.287306, -0.027996], [2.201901, -1.520940, -6.734943], [-0.073103, -2.455603, -6.392860], [-1.474127, -1.596474, -4.526122], [1.715354, 1.112610, -3.362948], [3.129697, 0.238912, -5.239980], [-4.066352, -0.652282, -2.578851], [-5.823137, -0.268572, -0.819091], [-5.047346, 0.482091, 1.437115], [-2.629756, 0.743631, 1.866718], [2.218563, -2.269665, -0.715503], [1.001939, -1.754194, -0.924800], [0.352723, -2.156750, -2.074736], [0.125645, -1.928024, 0.221964], [1.077587, -0.265449, -0.987558]], "forces_ev_per_angstrom": [[0.00, 0.00, -0.15], [-0.03, 0.02, 0.01], [-0.02, 0.00, 0.04], [0.00, 0.05, -0.03], [0.05, -0.05, 0.05], [-0.05, 0.00, -0.03], [0.02, -0.05, 0.01], [0.00, 0.05, -0.05], [-0.02, 0.01, 0.14], [0.00, 0.00, -0.02], [0.00, -0.01, -0.01], [0.01, 0.01, 0.00], [0.01, -0.01, 0.01], [0.00, 0.00, 0.01], [-0.01, 0.00, -0.02], [-0.02, 0.00, 0.00], [0.00, -0.02, -0.01], [0.00, 0.00, 0.01], [0.00, 0.01, 0.01], [0.02, -0.01, -0.01], [-0.01, -0.01, -0.01], [0.00, 0.00, 0.00], [-0.01, 0.00, 0.00], [0.00, 0.00, 0.00], [0.03, -0.01, 0.03], [0.01, 0.01, -0.02], [0.00, 0.01, 0.02], [0.15, 0.04, -0.02], [-0.06, 0.03, 0.03], [-0.03, -0.04, -0.06], [-0.08, -0.13, 0.00], [0.08, 0.01, 0.06], [-0.11, -0.03, -0.03], [0.02, 0.02, 0.04], [-0.04, -0.02, -0.03], [0.03, 0.02, -0.03], [0.03, 0.04, 0.06], [-0.04, 0.04, 0.00], [0.01, 0.01, 0.00], [0.00, 0.00, 0.00], [-0.01, 0.01, 0.00], [0.02, 0.00, 0.00], [0.00, 0.00, 0.00], [0.01, 0.00, -0.01], [0.01, -0.01, -0.01], [0.03, 0.01, 0.02], [0.00, -0.03, 0.00], [-0.01, -0.01, -0.03], [-0.07, 0.08, -0.01], [0.00, -0.02, 0.04], [0.02, -0.05, 0.00], [0.07, 0.05, -0.02]]}

(4)
{"formula": "C3H7F2N", "method": "ωB97M-V with the def2-TZVPD basis set", "smiles": "CNC(C)(F)F", "gap_ev": 10.8020, "mol_weight_g_mol": 95.09, "spin_multiplicity": 1, "symbols": ["C", "N", "C", "C", "F", "F", "H", "H", "H", "H", "H", "H", "H"], "positions_angstrom": [[1.479482, -0.555996, 0.104998], [0.227464, -0.768480, 0.837526], [-1.001038, -0.119145, 0.131255], [-0.665386, 1.222357, -0.357325], [-2.007946, -0.046856, 1.111568], [-1.546797, -0.935668, -0.833243], [1.682369, 0.547960, 0.282698], [2.183555, -1.216880, 0.494552], [1.327989, -0.865185, -1.047160], [0.004512, -1.844800, 0.850152], [-1.497701, 1.619528, -0.937562], [-0.349365, 1.937925, 0.407074], [0.162862, 1.025240, -1.044533]], "forces_ev_per_angstrom": [[-2.38, 1.30, -2.38], [-3.13, -2.01, -1.38], [0.88, -1.74, 3.41], [0.24, 0.44, -1.36], [0.91, -0.19, -0.90], [0.64, 0.49, 0.24], [0.60, -1.61, -0.68], [1.47, -0.69, 0.78], [0.69, 1.07, 2.19], [0.42, 2.71, 0.06], [-0.02, 0.06, 0.13], [-0.16, -0.45, 0.03], [-0.17, 0.62, -0.13]]}